1.
Here is a molecular structure, C5H11AgCl4NiO5P in a non-equilibrium geometry from the OMol25 dataset. Energies are from the ωB97M-V functional and the def2-TZVPD basis.

```
28
Properties=species:S:1:pos:R:3:lowdin_spin:R:1
Ag 1.4187 0.3683 -2.4612 0.269
Ni -1.9828 -0.1626 -2.5871 1.670
P -0.2689 0.3270 -4.7080 0.018
O -0.9240 1.3103 -5.7343 0.803
O -1.0784 -0.8795 -4.1792 0.192
O -0.6223 1.1373 -3.4623 0.529
O 1.2372 0.2335 -4.5527 0.333
C -0.7665 -1.0675 0.0851 0.020
O -0.4084 -0.6190 -1.1754 0.153
H -0.6353 -0.3067 0.8546 0.002
H -1.8297 -1.2967 0.0136 0.007
H -0.2323 -2.0008 0.2633 0.004
Cl 1.7254 -5.6706 3.2305 0.000
C 1.0047 -4.0481 3.5787 0.000
C 1.7099 -2.9728 2.7263 0.000
Cl 3.5148 -2.8047 3.0210 0.000
H 1.1240 -3.8866 4.6501 0.000
H -0.0530 -4.0623 3.3156 0.000
H 1.2314 -2.0027 2.8609 0.000
H 1.6731 -3.1612 1.6533 0.000
Cl -1.4593 5.3956 1.6772 0.000
C -1.2191 4.5084 0.1641 0.000
C -0.3536 3.3163 0.4726 0.000
Cl 0.4527 2.6605 -0.9570 0.000
H -0.6656 5.2206 -0.4479 0.000
H -2.1712 4.3059 -0.3264 0.000
H -0.9168 2.5155 0.9518 0.000
H 0.4957 3.6428 1.0727 0.000
```

Calculated values
Charge: +1
LUMO energy (alpha / beta) (Eh): -0.206 / -0.324
2S+1: 5
Kohn-Sham gap (alpha / beta) (eV): 7.04 / 3.85



2.
Here is 2 unconnected molecules or ions with the total composition C5H11BNO3 in a non-equilibrium geometry from the OMol25 dataset. Energies are from the ωB97M-V functional and the def2-TZVPD basis.

```
21
Properties=species:S:1:pos:R:3:lowdin_charge:R:1
B -1.2183 1.3895 0.2047 -0.681
C -0.6760 -0.0388 0.1433 0.248
C 1.7137 0.1067 0.2340 -0.139
C -1.0038 -1.3161 0.0506 -0.389
C 2.6065 -0.4426 1.0111 0.038
C -2.4465 -1.7141 -0.0921 0.032
N 1.9398 1.2321 -0.6613 0.160
O -0.1616 -2.3422 0.0411 0.107
O -0.3268 2.4335 0.0194 0.131
O -2.5312 1.5460 0.3961 0.223
H 3.6441 -0.1215 1.0201 0.080
H 0.7547 -2.0370 0.1554 0.091
H 2.3681 -1.2394 1.6922 0.074
H -2.6238 -2.5845 0.5351 0.106
H -2.6313 -1.9942 -1.1287 0.110
H -3.1047 -0.8987 0.1871 0.087
H 1.8148 0.9416 -1.6367 0.176
H 2.8732 1.6550 -0.5480 0.174
H 1.1623 1.9154 -0.4250 0.109
H -0.6834 3.3220 0.0982 0.138
H -2.9147 2.4227 0.4329 0.128
```

Calculated values
Charge: +1
LUMO energy (Eh): -0.139
Energy above the lowest of the compared OMol25 structures with the same formula, charge and spin (eV): 2.2517
Kohn-Sham gap (eV): 9.46



3.
Here is C5H11BO2 in the gas phase in a non-equilibrium geometry from the OMol25 dataset. Energies are from the ωB97M-V functional and the def2-TZVPD basis.

```
19
Properties=species:S:1:pos:R:3:lowdin_charge:R:1
B 1.6996 0.1585 0.0080 -0.745
C -0.1936 -1.3025 0.0965 -0.176
C -0.9369 -0.0497 -0.0709 -0.202
C 3.3039 0.2232 -0.1279 0.031
C -1.5483 0.1812 -1.3751 -0.009
C -1.5250 0.5277 1.2561 -0.003
O 1.2146 -1.1759 0.0190 0.041
O 0.8306 1.1199 0.0784 0.121
H -0.4442 -1.7562 1.1104 0.156
H -0.4114 -1.9629 -0.7500 0.129
H 3.6005 -0.0375 -1.1254 0.056
H 3.5211 -0.6016 0.4880 0.047
H 3.7778 1.1090 -0.0601 0.013
H -2.6101 0.3943 -1.3170 0.103
H -1.3170 -0.6350 -2.1026 0.118
H -1.0899 1.0578 -1.6441 0.076
H -0.7623 1.0128 1.9603 0.129
H -2.1188 -0.1868 1.7875 0.080
H -2.1142 1.2715 0.8995 0.035
```

Calculated values
LUMO energy (alpha / beta) (Eh): -0.008 / -0.008
Energy above the lowest of the compared OMol25 structures with the same formula, charge and spin (eV): 2.0732
Kohn-Sham gap (alpha / beta) (eV): 9.43 / 9.43



4.
Here is a molecular structure, C5H11BiClIrNS in a non-equilibrium geometry from the OMol25 dataset. Energies are from the ωB97M-V functional and the def2-TZVPD basis.

```
21
Properties=species:S:1:pos:R:3:lowdin_spin:R:1
Ir 0.1857 -0.0918 0.0467 1.132
Cl 1.5825 -2.0222 0.0719 0.086
C 1.7732 0.6920 -0.9761 0.018
C -0.4685 -0.7398 -1.7829 0.015
H 1.8234 0.2307 -1.9714 0.007
H 1.6876 1.7775 -1.1062 0.001
H 2.7039 0.4594 -0.4376 0.010
H -0.6369 0.0992 -2.4714 0.003
H -1.4117 -1.2878 -1.6496 0.015
H 0.2907 -1.4266 -2.1889 0.000
Bi -1.3921 1.7105 1.5776 1.414
C -1.3524 -1.0536 1.0342 0.160
C -0.9336 1.7788 -0.5597 0.553
H -2.2286 -0.5246 1.4763 0.064
H -1.7638 -1.6939 0.2435 0.027
H -0.8990 -1.6620 1.8286 0.014
H -1.7541 1.5028 -1.2307 0.029
H -0.2148 2.5457 -0.8675 0.031
S 1.2072 1.0106 1.9746 0.326
C 0.9680 -0.2308 3.0888 0.046
N 0.8334 -1.0740 3.8998 0.050
```

Calculated values
Charge: -1
LUMO energy (alpha / beta) (Eh): 0.107 / 0.022
2S+1: 5
Kohn-Sham gap (alpha / beta) (eV): 5.00 / 5.74